*a*
Here is one molecule with the formula C7H12N2O2 from OMol25. Energies are from ωB97M-V/def2-TZVPD.

Values from the calculation:
SMILES	CCC1(CC)NC(=O)NC1=O
charge	0
gap between HOMO and LUMO	10.8306	eV

Element x y z (Å)
C: -0.1834 2.2386 -1.5012
C: -0.5100 0.7550 -1.5346
C: -0.1022 -0.0416 -0.2745
C: -0.4655 -1.5236 -0.4189
C: -0.3059 -2.3966 0.8136
N: 1.3187 0.1148 0.0442
C: 1.6027 0.5128 1.3292
O: 2.6747 0.4861 1.9352
N: 0.3249 0.8946 1.7954
C: -0.7376 0.5325 1.0155
O: -1.8922 0.7019 1.3747
H: -0.9368 2.6882 -0.8214
H: -0.1878 2.7105 -2.5304
H: 0.8477 2.3971 -0.9399
H: -0.0259 0.2254 -2.4006
H: -1.6004 0.4905 -1.7167
H: -1.5012 -1.5285 -0.8469
H: 0.1751 -1.9988 -1.2207
H: -0.6931 -3.3477 0.6720
H: -0.8092 -1.9407 1.6785
H: 0.7698 -2.3707 0.9984
H: 2.0489 -0.6581 -0.2942
H: 0.1887 1.0583 2.8433

***

*b*
Here is one molecule with the formula C7H12N2O2 from OMol25. Energies are from ωB97M-V/def2-TZVPD.

Values from the calculation:
SMILES	CC(C)(C)C1=C(N)[N@@H+]1C(=O)[O-]
charge	0
gap between HOMO and LUMO	8.9137	eV

Element x y z (Å)
C: -1.3290 -0.6202 -0.8518
C: -0.2807 -0.3632 0.2350
C: -0.9640 0.0119 1.5565
C: 0.5928 -1.6075 0.4476
C: 0.5822 0.7504 -0.1931
C: 1.1643 1.6228 -0.9493
N: 1.4218 2.4087 -2.0109
N: 1.6392 1.5834 0.4378
C: 3.2078 0.7353 0.6225
O: 3.4989 0.7636 1.7649
O: 3.4790 0.3995 -0.4789
H: -2.0345 0.2069 -0.9075
H: -0.8562 -0.7392 -1.8236
H: -1.8798 -1.5294 -0.6220
H: -1.6478 -0.7797 1.8521
H: -1.5298 0.9359 1.4518
H: -0.2227 0.1411 2.3412
H: 1.3663 -1.4033 1.1838
H: 1.0757 -1.9004 -0.4815
H: -0.0180 -2.4342 0.8031
H: 2.3706 2.7601 -2.0325
H: 1.1231 2.0209 -2.8952
H: 1.3437 2.3164 1.0897

***

The least stable of them is *b*.

***

*a*
Here is one molecule with the formula C14H25N3O3 from OMol25. Energies are from ωB97M-V/def2-TZVPD.

Values from the calculation:
SMILES	CCOC(=O)N1CCN(C(=O)NC2CCCCC2)CC1
charge	0
gap between HOMO and LUMO	9.7684	eV

Element x y z (Å)
C: -3.3788 -1.3150 0.1568
C: -3.3483 0.1653 -0.1942
O: -2.5898 0.8786 0.7836
C: -1.4366 1.4303 0.3816
O: -1.0583 1.4842 -0.7668
N: -0.7611 2.0074 1.4219
C: 0.6256 2.3590 1.1866
C: 1.5229 1.2539 1.8028
N: 0.7490 0.0494 1.9862
C: 0.5024 -0.8824 0.9921
O: -0.2680 -1.8072 1.1871
N: 1.2447 -0.7680 -0.1388
C: 1.1030 -1.7296 -1.2161
C: 0.2181 -1.1978 -2.3487
C: 0.8953 -0.0747 -3.1286
C: 2.2533 -0.5220 -3.6592
C: 3.1492 -0.9899 -2.5167
C: 2.4837 -2.1278 -1.7462
C: -0.2731 0.2124 3.0014
C: -1.0013 1.5627 2.7800
H: -3.8631 -1.8704 -0.6413
H: -2.3665 -1.6909 0.2933
H: -3.9276 -1.4709 1.0820
H: -2.8939 0.3308 -1.1763
H: -4.3545 0.5956 -0.1855
H: 0.8306 3.3310 1.6438
H: 0.7584 2.4404 0.1066
H: 2.4070 1.0593 1.1962
H: 1.8662 1.5613 2.7960
H: 1.5881 0.1344 -0.4167
H: 0.6204 -2.6024 -0.7629
H: -0.0122 -2.0247 -3.0236
H: -0.7175 -0.8306 -1.9262
H: 0.2519 0.2239 -3.9582
H: 1.0106 0.7997 -2.4853
H: 2.7330 0.2984 -4.1977
H: 2.1110 -1.3457 -4.3630
H: 4.1087 -1.3316 -2.9117
H: 3.3529 -0.1532 -1.8443
H: 2.3618 -2.9857 -2.4101
H: 3.1148 -2.4349 -0.9100
H: -0.9596 -0.6291 2.8975
H: 0.1872 0.1789 3.9940
H: -0.6107 2.3357 3.4469
H: -2.0724 1.4625 2.9424

***

*b*
Here is one molecule with the formula C14H25N3O3 from OMol25. Energies are from ωB97M-V/def2-TZVPD.

Values from the calculation:
SMILES	CCOCCc1c(C)noc1NC(=O)CN(CC)CC
charge	0
gap between HOMO and LUMO	9.1259	eV

Element x y z (Å)
C: 2.3744 4.0581 1.5512
C: 1.9712 2.6439 1.7763
O: 0.6776 2.3401 1.1935
C: -0.0316 1.3231 1.9238
C: -1.3577 1.1094 1.2284
C: -1.9325 -0.2111 1.7223
C: -2.6590 -0.4206 2.9342
C: -2.9469 0.6026 3.9844
N: -3.0355 -1.6711 3.0353
O: -2.5624 -2.3518 1.8613
C: -1.9429 -1.4268 1.0909
N: -1.2749 -1.5819 -0.0839
C: -1.4461 -2.6270 -0.9578
O: -2.2770 -3.5295 -0.8566
C: -0.5695 -2.5941 -2.2509
N: 0.4421 -1.4817 -2.3514
C: 0.3014 -0.4835 -3.4224
C: 0.6516 -1.0743 -4.8042
C: 1.7314 -1.6769 -1.7360
C: 2.0892 -0.5712 -0.7481
H: 2.3142 4.3577 0.5201
H: 3.3951 4.1898 1.9236
H: 1.7299 4.6995 2.1292
H: 2.7052 1.9788 1.3152
H: 2.0068 2.4313 2.8262
H: 0.5888 0.4498 1.9293
H: -0.1769 1.6565 2.9595
H: -2.0815 1.8732 1.4356
H: -1.1446 1.0542 0.1655
H: -3.2457 1.5434 3.5113
H: -3.7418 0.2096 4.6489
H: -2.0268 0.7683 4.6254
H: -0.6525 -0.8586 -0.4479
H: -0.0180 -3.5422 -2.3199
H: -1.2124 -2.6065 -3.1078
H: 0.9680 0.3886 -3.2375
H: -0.7046 -0.1068 -3.3773
H: -0.0475 -1.8943 -5.0537
H: 0.5289 -0.2822 -5.5285
H: 1.7220 -1.4408 -4.8674
H: 1.7299 -2.5953 -1.1323
H: 2.5216 -1.7752 -2.5211
H: 2.0784 0.4333 -1.1983
H: 1.4514 -0.5550 0.1148
H: 3.1091 -0.7529 -0.4032

***

The least stable of them is *b*.

***

*a*
Here is a 2-piece molecular cluster, C10H16O overall from OMol25. Energies are from ωB97M-V/def2-TZVPD.

Values from the calculation:
SMILES	Cc1ccc(O)cc1.CCC
charge	0
gap between HOMO and LUMO	9.2552	eV

Element x y z (Å)
C: -1.3606 2.4020 1.1367
C: -1.2089 1.3731 0.0477
C: -0.9378 0.0458 0.3464
C: -0.7913 -0.9058 -0.6561
C: -0.9943 -0.5425 -1.9767
O: -0.8919 -1.5161 -2.9283
C: -1.2897 0.7784 -2.2976
C: -1.3802 1.7227 -1.2886
H: -0.9611 3.3632 0.8128
H: -0.8360 2.0976 2.0433
H: -2.4031 2.5485 1.4277
H: -0.8889 -0.2911 1.3724
H: -0.5768 -1.9366 -0.4080
H: -0.9963 -1.1434 -3.8068
H: -1.4490 1.0662 -3.3308
H: -1.5896 2.7579 -1.5320
C: 3.0054 -1.7381 1.2255
C: 2.0065 -0.6924 1.7711
C: 2.3066 -0.4431 3.2631
H: 2.7211 -2.7398 1.5487
H: 3.0102 -1.7395 0.1366
H: 3.9877 -1.4886 1.6253
H: 1.0158 -1.1271 1.6990
H: 2.0797 0.2437 1.2209
H: 1.9509 -1.2942 3.8458
H: 1.8374 0.4730 3.6189
H: 3.3861 -0.3827 3.4110

***

*b*
Here is a 2-piece molecular cluster, C10H16O overall from OMol25. Energies are from ωB97M-V/def2-TZVPD.

Values from the calculation:
SMILES	Cc1ccc(O)cc1.CCC
charge	0
gap between HOMO and LUMO	9.2852	eV

Element x y z (Å)
C: -2.7722 0.6586 0.9275
C: -1.7819 0.0451 -0.0447
C: -1.1885 0.9015 -0.9890
C: -0.2891 0.4128 -1.9055
C: 0.1662 -0.9083 -1.7627
O: 1.2014 -1.2468 -2.5888
C: -0.3966 -1.7488 -0.8362
C: -1.4223 -1.2833 -0.0064
H: -2.6061 0.3392 1.9516
H: -3.7897 0.4945 0.6037
H: -2.6324 1.7330 0.9632
H: -1.5635 1.9144 -1.0759
H: 0.0307 0.9357 -2.7976
H: 1.3824 -2.2029 -2.5669
H: -0.1345 -2.7811 -0.8432
H: -1.9039 -1.9452 0.6940
C: 1.7654 2.1432 2.3125
C: 2.2359 0.8724 1.5274
C: 1.5057 -0.3956 2.0002
H: 0.8822 2.5653 1.8336
H: 2.5894 2.8485 2.3782
H: 1.4201 1.8689 3.3113
H: 1.9664 1.0983 0.5041
H: 3.2996 0.7552 1.7042
H: 1.0069 -0.8675 1.1548
H: 2.2010 -1.1824 2.3286
H: 0.8519 -0.2374 2.8291

***

The least stable of them is *b*.

***

*a*
Here is one molecule with the formula C3H3BrS from OMol25. Energies are from ωB97M-V/def2-TZVPD.

Values from the calculation:
SMILES	SCC#CBr
charge	0
gap between HOMO and LUMO	9.9676	eV

Element x y z (Å)
S: -0.8504 1.3141 -0.1327
C: 0.1760 -0.2580 -0.3961
C: 1.5980 -0.0841 -0.1858
C: 2.8269 -0.0737 0.0588
Br: 4.6583 0.1123 0.0949
H: -0.0926 1.7697 0.9282
H: -0.0215 -0.5606 -1.3601
H: -0.2106 -0.9354 0.2302

***

*b*
Here is a 2-piece molecular cluster, C3H3BrS overall from OMol25. Energies are from ωB97M-V/def2-TZVPD.

Values from the calculation:
charge	0
gap between HOMO and LUMO (alpha / beta)	5.4788 / 5.4812	eV

Element x y z (Å)
C: -0.0228 0.1674 0.0680
C: -0.9849 1.0236 0.1283
C: -1.3316 -0.5007 -0.0866
S: 2.8187 -1.1313 0.0549
Br: 4.3611 0.3115 -0.0599
H: -1.4080 1.9921 0.2181
H: -1.7678 -1.0413 0.7428
H: -1.6648 -0.8212 -1.0656

***

The least stable of them is *b*.

***

*a*
Here is C3H5BrS as an isolated structure from OMol25. Energies are from ωB97M-V/def2-TZVPD.

Values from the calculation:
charge	0
gap between HOMO and LUMO (alpha / beta)	7.6014 / 7.5613	eV

Element x y z (Å)
C: -0.3821 -1.8223 -0.1297
C: 1.6770 -0.1692 0.2343
C: 0.7569 0.9913 0.1244
S: 1.2485 -1.7746 0.0704
Br: 3.5336 0.1795 -0.0342
H: -0.8568 -2.7617 0.0651
H: -0.9667 -0.9799 -0.4305
H: 1.2162 1.8598 0.5943
H: -0.1765 0.7656 0.6403
H: 0.5259 1.2526 -0.9133

***

*b*
Here is one molecule with the formula C3H5BrS from OMol25. Energies are from ωB97M-V/def2-TZVPD.

Values from the calculation:
SMILES	C[C@]1(Br)CS1
charge	0
gap between HOMO and LUMO	8.6816	eV

Element x y z (Å)
C: 0.4747 -0.7875 0.8324
C: -0.3144 0.2478 0.1585
Br: -2.6316 -0.2235 0.2233
C: 0.0241 0.6418 -1.1895
S: 0.1261 1.8903 0.1374
H: 0.6658 -0.6353 1.9352
H: 1.5339 -0.7887 0.4473
H: -0.0326 -1.7235 0.8057
H: 1.0079 0.4957 -1.5564
H: -0.8539 0.8830 -1.7940

***

The least stable of them is *a*.